No. 1
Density functional theory data (the ωB97M-V functional and the def2-TZVPD basis) for 9 unconnected molecules or ions with the total composition C32H96N8O12P in a non-equilibrium geometry.

HOMO (spin up / spin down), eV: -21.084 / -21.079
⟨S²⟩: 0.754
Total charge: +6
Spin multiplicity: 2

Geometry as XYZ:
```
149
Properties=species:S:1:pos:R:3:forces:R:3
P 0.202652 -0.084570 0.634971 0.16 -0.12 -1.74
O -0.422888 -1.469550 0.059911 1.26 1.75 0.55
O -0.608768 0.342330 1.852771 -0.10 -0.26 1.26
O -0.068318 1.089700 -0.384239 0.91 -2.06 -0.11
O 1.780982 -0.115130 1.001381 -2.62 -0.61 -0.67
C -1.197808 -5.712560 0.015251 0.62 -0.32 0.67
C 0.094622 -4.931950 -0.384019 0.10 -0.72 -1.56
C 1.245402 -5.727640 -1.136729 -0.84 0.77 0.77
O 2.408612 -4.879710 -1.135989 0.06 -0.50 -1.97
C 3.466042 -5.128690 -2.138149 -0.95 -0.19 0.72
N -0.244508 -3.716230 -1.315149 0.16 -1.27 0.17
H 0.542362 -3.250660 -1.744309 0.67 -0.13 0.12
H -0.901558 -3.866300 -2.067389 -0.46 -0.93 -0.28
H -0.629018 -2.980450 -0.739919 -0.29 1.44 1.24
H -1.870568 -5.112870 0.628331 0.21 0.40 -0.12
H -0.917548 -6.530620 0.678821 0.44 0.07 0.27
H -1.830818 -6.267760 -0.676959 0.44 0.53 -0.97
H 0.588482 -4.477760 0.475011 -0.39 0.08 0.11
H 0.953912 -6.206420 -2.071559 0.21 0.62 -0.87
H 1.610032 -6.641080 -0.666879 0.00 -0.40 1.13
H 4.198892 -4.321980 -2.154029 -0.29 -0.10 0.30
H 3.045392 -5.407900 -3.104179 -0.30 0.19 -0.16
H 3.856642 -6.074580 -1.762889 0.77 -0.48 0.16
C -0.122008 -0.391730 -5.211019 0.09 -0.83 0.53
C -0.748398 0.434900 -4.082789 2.52 -0.86 -1.41
C -2.070258 0.897350 -4.502219 -1.50 -0.49 1.48
O -2.654568 1.475250 -3.331679 -0.73 0.50 -1.14
C -3.986508 1.936290 -3.722689 0.13 -0.07 1.04
N -0.696708 -0.399960 -2.710679 -0.57 1.29 -2.51
H -0.600508 0.230480 -1.927489 0.04 1.03 1.37
H -1.574458 -0.892300 -2.625529 -0.42 -0.06 0.03
H 0.058002 -1.065740 -2.625519 0.25 0.05 -0.46
H 0.951532 -0.562560 -5.130899 0.14 0.16 0.39
H -0.230948 0.063210 -6.195529 -0.40 0.06 0.12
H -0.594618 -1.373880 -5.199899 -0.12 -0.14 -0.48
H -0.173988 1.361070 -4.101759 0.53 -0.19 1.69
H -2.740348 0.116820 -4.862569 -0.01 -0.30 -0.21
H -1.868008 1.566090 -5.338869 -0.35 0.44 0.05
H -4.455488 2.448100 -2.882329 0.36 0.10 0.14
H -4.607128 1.054990 -3.884689 -0.04 0.13 -0.60
H -3.917838 2.646110 -4.547039 -0.12 -0.32 -0.19
C -0.740588 -3.250540 3.051221 -0.26 -0.10 0.68
C -1.448318 -2.359840 4.130501 2.24 -1.66 0.69
C -1.178708 -3.008880 5.560611 -0.94 1.32 1.69
O -1.537288 -2.189930 6.760281 2.33 -0.46 -2.91
C -2.894538 -1.802620 6.850151 0.15 -1.21 0.24
N -0.730588 -1.012290 4.107811 -2.01 -1.10 0.90
H 0.229792 -1.027460 4.420111 0.14 -0.32 0.33
H -0.811768 -0.641990 3.171651 0.58 0.88 -1.45
H -1.293158 -0.403460 4.684841 0.19 0.44 0.82
H -0.828208 -2.862040 2.036581 -0.37 0.00 -0.03
H -1.082298 -4.280530 3.153491 -0.57 0.07 -0.25
H 0.328052 -3.401000 3.204441 0.24 0.56 0.49
H -2.490738 -2.204800 3.852261 0.12 0.20 0.26
H -0.103728 -3.174790 5.631181 0.13 0.25 0.11
H -1.612098 -3.993650 5.735251 -0.44 -0.04 -0.71
H -2.905038 -0.858190 7.394241 -0.40 -0.06 -0.26
H -3.367458 -2.606970 7.413601 -0.63 0.37 0.12
H -3.306858 -1.808820 5.841171 -0.57 0.61 0.08
C -3.630658 3.923320 0.118831 -0.03 -0.04 0.16
C -2.391888 3.188790 -0.285009 -1.04 -0.25 -1.61
C -1.664718 3.779570 -1.503539 0.17 2.49 1.38
O -1.386878 5.217500 -1.244309 0.44 -4.25 2.60
C -1.604038 6.061760 -2.274269 -1.01 0.78 -1.98
N -1.558158 2.938670 0.872881 0.55 -0.64 0.73
H -0.987408 2.125980 0.688781 1.09 -0.67 -0.96
H -0.885178 3.645510 1.132801 0.15 1.02 0.12
H -2.100338 2.563200 1.637841 -0.45 0.84 0.63
H -4.345738 3.866120 -0.701839 0.08 0.71 -0.04
H -3.320898 4.916760 0.443211 -0.68 0.22 -0.24
H -4.132398 3.393960 0.928861 0.02 0.08 0.31
H -2.703258 2.189550 -0.589439 0.06 -0.26 -0.32
H -2.361828 3.707060 -2.338329 0.35 -0.20 -0.15
H -0.706998 3.271880 -1.618059 -0.04 -0.12 -0.55
H -2.634708 5.932990 -2.604769 -0.47 0.77 0.02
H -1.055608 5.789470 -3.176039 0.73 0.33 -0.04
H -1.379758 7.055020 -1.885359 -0.16 0.08 -0.58
C -4.425658 -2.341100 1.533061 -1.34 -0.77 0.73
C -4.350218 -1.364530 0.442441 0.49 0.28 -2.45
C -5.648468 -0.577750 0.068881 0.64 2.09 1.69
O -5.548948 0.418620 -0.959749 1.90 -2.89 0.15
C -6.778028 1.050490 -1.318089 1.05 0.68 0.15
N -3.114638 -0.533970 0.727311 -1.63 1.11 -1.69
H -2.264558 -1.029220 0.498831 1.16 -0.84 0.80
H -3.054608 0.184230 0.019721 -0.33 0.94 -0.35
H -3.136668 -0.064090 1.621091 0.29 -0.17 0.42
H -5.380578 -2.812580 1.300791 0.14 -0.86 0.70
H -4.481618 -1.935650 2.543301 -0.33 0.38 -0.04
H -3.592098 -3.043070 1.555631 -0.13 -0.18 -0.35
H -4.092608 -1.902000 -0.470169 0.33 -0.14 -0.19
H -5.734388 0.013340 0.980661 -0.94 0.18 0.58
H -6.541148 -1.199660 0.002181 0.29 -0.40 -0.25
H -7.517788 0.423120 -1.815349 0.00 -0.24 0.46
H -6.369328 1.739950 -2.056819 -0.84 0.46 0.12
H -7.056888 1.535500 -0.382619 -1.02 0.32 -0.49
C 3.216282 -3.491400 1.569491 -0.26 0.91 -0.69
C 4.454142 -2.529790 1.380731 0.44 -1.48 1.32
C 5.276222 -2.724150 0.087951 0.34 1.61 0.17
O 6.412992 -1.845510 0.137651 -1.05 -0.50 0.54
C 7.229642 -1.906130 -1.014119 0.17 -0.75 -2.22
N 4.140592 -1.090200 1.744111 -0.89 -0.95 -0.57
H 3.889292 -0.978300 2.715931 1.04 -0.23 0.83
H 4.825802 -0.414140 1.438291 0.69 0.05 -0.01
H 3.221272 -0.856600 1.397141 -1.27 0.73 -1.43
H 2.893582 -3.494580 2.610631 0.23 -0.27 0.01
H 3.341672 -4.506840 1.193661 1.12 -0.11 0.66
H 2.323912 -3.273790 0.982611 -0.06 1.14 -0.10
H 5.067652 -2.757100 2.252521 0.63 -0.63 -0.50
H 4.685742 -2.491460 -0.798209 -0.49 0.54 -0.32
H 5.499042 -3.778440 -0.076169 0.58 -0.20 0.66
H 8.217002 -1.444370 -1.015319 -0.07 -0.13 1.33
H 6.819152 -1.448360 -1.914139 -0.94 0.62 0.14
H 7.319692 -2.924710 -1.391599 0.46 -0.40 0.60
C 5.102352 1.049720 -1.766359 0.07 0.59 -0.54
C 3.704992 1.758700 -1.798929 0.44 -1.49 -0.24
C 3.305382 2.165080 -3.243929 -0.07 0.86 -0.68
O 2.052912 2.833090 -3.351159 0.06 0.22 1.12
C 1.642192 3.584070 -4.547679 0.58 -1.00 0.42
N 2.624632 0.769170 -1.378379 0.36 0.82 -0.89
H 2.685312 -0.081570 -1.919359 -0.06 -0.07 -0.37
H 2.470052 0.513190 -0.413659 0.75 -0.49 1.67
H 1.730922 1.228890 -1.478589 -1.05 0.36 -0.84
H 5.287352 0.260280 -2.494819 -0.74 -0.06 -0.38
H 5.461772 0.605470 -0.838169 -0.54 0.30 0.47
H 5.866472 1.776470 -2.042159 -0.06 0.26 0.15
H 3.663152 2.513750 -1.013909 -0.01 0.45 -0.52
H 3.183052 1.273740 -3.859269 0.50 -0.61 0.06
H 4.120332 2.731060 -3.695179 0.09 0.20 0.12
H 0.559362 3.491730 -4.463659 0.08 0.49 -0.40
H 2.014512 3.111110 -5.456399 -0.12 -0.28 -0.03
H 1.997002 4.613780 -4.591449 -0.09 0.00 0.54
C 1.040512 3.446480 4.731331 -0.17 -0.24 0.18
C 0.743972 3.166260 3.243321 2.03 2.31 0.48
C 1.255232 4.441560 2.453441 -0.29 0.46 -0.17
O 1.136742 4.363650 1.066131 0.30 -2.74 -1.82
C 1.261492 5.508780 0.181111 -0.45 1.87 1.84
N 1.582482 1.955350 2.928701 -1.24 -0.79 0.08
H 1.033282 1.391250 2.296031 -0.10 -0.51 -0.84
H 2.535062 1.946110 2.593151 0.30 1.02 -0.13
H 1.547022 1.392140 3.766341 0.40 -0.14 0.54
H 2.101072 3.478520 4.980901 0.33 0.63 -0.69
H 0.793852 2.597040 5.368281 -0.94 -0.03 0.06
H 0.573532 4.365240 5.086181 -0.06 -0.22 0.09
H -0.282998 2.857210 3.048601 0.16 0.13 0.10
H 2.295232 4.586500 2.745841 0.18 0.10 0.19
H 0.691612 5.335480 2.720491 -0.11 -0.05 0.96
H 1.427582 5.369970 -0.887179 -0.54 -1.23 0.27
H 2.061342 6.203540 0.437311 0.36 -0.33 0.62
H 0.339712 6.040010 0.418251 0.02 0.42 -0.89
```
Positions in Å, forces in eV/Å.


No. 2
Density functional theory data (the ωB97M-V functional and the def2-TZVPD basis) for a molecular structure, C33H17Br3Cl2CrF4N2O2PS5.

HOMO (spin up / spin down), eV: -6.884 / -7.012
⟨S²⟩: 3.819
Spin multiplicity: 4

Geometry as XYZ:
```
70
Properties=species:S:1:pos:R:3:forces:R:3
Cr -0.706794 0.854941 -0.989559 -0.10 -0.05 -0.07
S -6.032533 5.413429 -0.677716 0.01 0.03 -0.01
C -4.644643 4.561340 -0.859672 -0.01 -0.07 0.02
S -4.261839 3.632664 -2.271763 0.01 0.03 0.02
C -2.718541 3.013282 -1.733114 -0.02 0.03 0.03
C -2.321940 3.390130 -0.503359 -0.06 0.00 -0.03
S -0.879427 2.814167 0.298899 0.07 -0.02 -0.01
S -3.410609 4.457902 0.354061 0.00 0.01 -0.02
S -1.814086 1.920775 -2.749539 0.02 -0.04 0.01
F 0.166246 -3.468208 5.927960 -0.01 -0.03 0.04
C 0.322274 -2.745749 4.828687 0.00 0.02 -0.04
C 1.407947 -1.904278 4.695190 -0.04 0.00 -0.03
F 2.308100 -1.824503 5.666525 0.03 0.01 0.04
C 1.560240 -1.160616 3.537353 -0.03 -0.01 -0.02
F 2.667630 -0.425629 3.462807 0.04 0.04 -0.03
C 0.636898 -1.194075 2.494310 0.00 0.01 0.00
P 0.913022 -0.180595 0.965109 0.03 -0.01 0.01
C 2.298523 -1.153837 0.282566 0.04 0.02 0.06
C 3.643413 -0.872897 0.502786 -0.02 -0.04 0.01
C 4.620330 -1.709284 -0.017000 0.00 -0.02 0.00
C 4.265655 -2.834899 -0.746063 0.01 0.00 0.00
C 2.925821 -3.135051 -0.945871 0.00 0.00 -0.01
C 1.948611 -2.297231 -0.432883 0.00 0.00 -0.01
C 1.598163 1.363446 1.632988 0.03 -0.02 -0.03
C 1.039201 1.938885 2.772388 -0.01 -0.03 0.00
C 1.451825 3.189749 3.195423 0.01 0.00 0.00
C 2.410920 3.887245 2.473661 0.00 0.00 0.01
C 2.957584 3.327291 1.330498 -0.01 0.01 0.00
C 2.554296 2.069198 0.910067 -0.04 0.08 -0.03
C -0.422198 -2.094093 2.639044 0.00 0.00 0.01
Br -1.649944 -2.438564 1.253332 -0.01 -0.04 0.04
C -0.582476 -2.849260 3.787902 0.01 0.01 -0.04
F -1.592913 -3.705632 3.916102 -0.03 -0.02 0.01
H 3.932294 -0.002163 1.073971 0.02 -0.06 0.03
H 5.664345 -1.478476 0.150223 0.00 0.00 0.00
H 5.032556 -3.480936 -1.152832 0.00 0.00 0.00
H 2.641842 -4.020983 -1.499772 0.00 0.00 0.00
H 0.902379 -2.543777 -0.569564 -0.04 0.00 -0.05
H 0.268471 1.417043 3.328226 0.00 0.00 0.00
H 1.011312 3.628118 4.081092 0.00 0.00 0.00
H 2.721571 4.871827 2.797399 0.00 0.00 0.00
H 3.687400 3.872415 0.747328 0.01 0.01 0.01
H 2.983147 1.647574 0.012391 -0.05 0.04 -0.08
Br -2.001336 -4.499640 -4.868842 0.00 0.01 0.01
C -1.574453 -3.048900 -3.751818 0.04 0.00 -0.02
C -0.310696 -2.490354 -3.788534 -0.05 -0.02 0.00
C -0.051216 -1.426229 -2.943792 0.03 -0.02 0.07
N -0.964902 -0.934885 -2.107785 0.02 0.00 0.00
C -2.196296 -1.466847 -2.088159 0.02 -0.02 -0.05
C -2.536502 -2.538637 -2.895426 -0.02 0.01 0.01
C -3.142276 -0.829440 -1.144060 -0.04 0.04 0.03
C -4.459219 -1.232045 -1.020643 0.01 0.00 -0.01
C -5.259736 -0.596344 -0.083878 -0.02 0.01 0.03
Br -7.060246 -1.101235 0.093958 0.02 0.01 0.00
C -4.728045 0.393288 0.717741 0.00 -0.02 -0.02
C -3.399750 0.735531 0.527553 0.02 -0.01 -0.02
N -2.626664 0.156134 -0.389836 0.03 0.04 0.00
H 0.455581 -2.858191 -4.454454 0.00 0.00 0.00
H 0.910299 -0.933331 -2.930222 -0.02 -0.04 0.04
H -3.524414 -2.971264 -2.875217 0.00 0.00 0.01
H -4.872218 -2.012636 -1.640041 0.01 0.00 0.00
H -5.319315 0.902108 1.464357 0.00 0.00 0.00
H -2.923910 1.496141 1.130729 0.01 0.04 -0.01
Cl 3.962671 0.598058 -2.616008 0.01 0.00 -0.06
C 2.708756 1.578331 -3.411476 0.03 0.02 0.08
Cl 1.972228 0.684517 -4.757906 0.00 0.04 -0.05
C 1.661011 2.003243 -2.366114 0.07 0.14 0.08
O 1.556492 3.180398 -2.123156 -0.03 -0.12 -0.04
O 1.040086 1.000097 -1.822758 -0.05 0.02 0.09
H 3.179975 2.461442 -3.823806 0.01 -0.02 0.00
```
Positions in Å, forces in eV/Å.


No. 3
Density functional theory data (the ωB97M-V functional and the def2-TZVPD basis) for a molecular structure, C33H19Cl5CoF6N7O5S3.

HOMO (spin up / spin down), eV: -8.278 / -8.278

Geometry as XYZ:
```
79
Properties=species:S:1:pos:R:3:forces:R:3
Co -1.627298 0.872921 -0.178339 0.52 -0.50 -0.36
C -3.164416 -7.796367 10.166242 0.00 0.00 0.02
O -3.346690 -8.046702 8.784557 0.00 0.00 -0.02
C -3.170753 -7.013434 7.927519 0.00 0.01 -0.01
C -3.353303 -7.306481 6.574024 0.00 0.01 0.02
C -3.194855 -6.324195 5.624882 0.00 0.00 0.01
C -2.850798 -5.020857 5.996466 0.00 -0.02 0.04
C -2.674404 -4.739683 7.343765 0.00 -0.01 -0.03
C -2.829925 -5.721716 8.313081 -0.01 -0.03 0.00
C -2.687670 -4.008949 4.952605 0.01 0.02 -0.02
N -2.897000 -4.209309 3.672150 -0.01 -0.02 0.02
C -2.613840 -3.014567 3.069085 0.03 0.10 0.05
C -2.233710 -2.070632 3.998632 0.00 -0.04 -0.07
N -2.285872 -2.722480 5.204525 -0.03 -0.02 -0.04
C -1.891002 -0.725731 3.663106 0.02 0.02 0.08
C -1.530609 0.299688 4.549051 -0.04 -0.01 -0.05
C -1.225041 1.539843 4.049790 0.03 -0.01 -0.08
C -1.277052 1.756306 2.670005 0.02 0.03 0.12
N -1.625499 0.805225 1.829212 -0.07 0.10 -0.09
C -1.921340 -0.419961 2.299779 0.00 0.00 -0.05
C -2.283905 -1.402360 1.308580 0.06 0.05 -0.01
N -2.240416 -0.991496 0.019856 -0.22 0.05 0.31
C -2.650974 -1.822699 -0.923196 0.03 -0.02 0.00
C -3.070922 -3.123919 -0.638571 0.02 0.02 0.03
C -3.061806 -3.573911 0.659353 0.00 0.03 -0.03
C -2.664501 -2.695106 1.673107 0.02 -0.02 0.01
H -3.345968 -8.741535 10.669329 0.00 0.01 0.00
H -3.874966 -7.049994 10.530290 0.00 0.00 0.00
H -2.144911 -7.463796 10.376791 0.00 0.00 0.00
H -3.617236 -8.317449 6.295917 0.00 -0.01 0.00
H -3.331734 -6.546184 4.575864 0.00 0.00 -0.01
H -2.412885 -3.742272 7.676211 0.00 0.01 0.00
H -2.684160 -5.467030 9.351833 0.00 0.00 0.01
H -2.039170 -2.346112 6.101701 0.02 0.00 0.00
H -1.479594 0.113491 5.614214 0.01 0.00 0.00
H -0.909673 2.344604 4.696623 -0.01 0.00 0.02
H -1.004272 2.710137 2.240395 -0.02 0.01 0.00
H -2.622419 -1.457841 -1.939590 -0.01 0.04 0.00
H -3.382846 -3.761701 -1.452627 -0.01 0.00 -0.01
H -3.360793 -4.580529 0.918382 0.00 -0.01 0.00
C -2.953111 6.670995 -0.871103 -0.01 0.01 -0.01
C -2.428293 5.274741 -0.762295 0.05 0.02 -0.01
C -1.080733 4.993622 -1.010723 0.00 -0.03 0.01
C -0.643921 3.699002 -0.837881 0.01 0.04 0.06
N -1.509472 2.763608 -0.461290 -0.44 0.13 0.29
C -2.810287 3.099136 -0.326774 0.09 -0.32 0.00
S -3.700684 1.619934 -0.098553 0.01 0.31 -0.07
N -3.298133 4.320376 -0.428273 -0.04 -0.03 0.01
H -2.679802 7.108016 -1.831699 0.00 0.01 -0.01
H -2.516559 7.296517 -0.090755 0.00 0.01 0.01
H -4.034025 6.671078 -0.764447 0.00 0.00 0.00
H -0.397887 5.770634 -1.320028 0.02 0.00 0.00
H 0.379079 3.387957 -0.998721 0.02 0.00 0.00
F 3.169102 3.781269 0.309905 -0.03 0.00 0.00
C 2.635136 2.970606 1.224108 -0.06 -0.01 0.05
F 3.529717 2.757241 2.177943 0.01 0.00 -0.04
F 1.581158 3.602593 1.761873 0.03 -0.03 0.01
S 2.090700 1.362241 0.408726 -0.01 -0.06 0.03
O 0.645953 1.403538 0.552759 -0.22 0.20 -0.18
O 2.631304 1.434507 -0.910586 0.05 0.01 0.02
N 2.733648 0.225840 1.248301 0.15 -0.11 -0.01
S 2.026782 -0.309360 2.561512 0.06 0.08 0.05
O 1.067731 -1.351455 2.319870 -0.04 -0.06 -0.03
O 1.667737 0.726652 3.494230 -0.02 0.01 0.02
C 3.490682 -1.148321 3.301351 -0.01 -0.01 0.00
F 4.459780 -0.274580 3.554890 -0.02 -0.01 0.00
F 3.960181 -2.098821 2.500562 -0.01 0.01 0.01
F 3.109925 -1.709635 4.454208 -0.01 0.01 -0.02
Cl 0.520543 -1.213286 -0.919545 0.04 -0.06 0.12
C -0.118980 -0.325349 -2.263847 -0.10 0.06 -0.13
C -1.178588 0.578599 -2.085569 0.04 0.06 -0.09
C -1.637410 1.187674 -3.259867 0.06 -0.04 0.12
Cl -2.945130 2.326913 -3.236740 -0.04 0.03 0.02
C -1.085618 0.927235 -4.517146 -0.05 0.04 0.04
Cl -1.703159 1.697056 -5.926867 0.01 0.00 -0.05
C -0.023953 0.041830 -4.638336 0.04 -0.03 -0.06
Cl 0.672562 -0.275224 -6.176821 0.01 0.00 -0.01
C 0.464654 -0.589959 -3.503196 0.01 -0.02 0.02
Cl 1.771403 -1.695633 -3.644277 0.01 -0.01 -0.01
```
Positions in Å, forces in eV/Å.